Record 1
DFT (ωB97M-V/def2-TZVPD) results for a molecular structure, C20H44AlNO2P3 at a distorted geometry.

```
71
C20H44AlNO2P3 (ωB97M-V/def2-TZVPD)
Al 0.37666 1.03068 0.34579
P -0.28705 3.22520 0.99988
P -1.33453 0.91100 -1.50423
P 2.48101 0.31422 1.55818
H 1.57019 -0.99154 -4.32434
C 2.15390 -1.49718 -3.53913
C 1.67573 -2.56864 -2.87881
H 0.70670 -3.03050 -3.12694
C 0.01696 4.64037 -0.13001
C -2.05918 3.46304 1.38263
C 0.48312 3.89602 2.49834
C -1.32405 -0.49701 -2.66010
C -3.06825 0.77827 -0.89970
C -1.46659 2.35343 -2.62130
C 3.08226 -1.27424 0.85650
C 2.07126 -0.26057 3.26295
C 4.06313 1.16493 1.90619
H 3.10819 -1.02925 -3.25497
H 2.26262 -3.13052 -2.13818
H 1.01853 5.04239 0.06220
H -0.74002 5.40747 0.12717
H -0.08163 4.36888 -1.19423
H -2.09861 4.35701 2.03650
H -2.46802 2.60122 1.93825
H -2.63777 3.65080 0.45925
H -0.03201 4.85667 2.70204
H 1.55942 4.07650 2.33184
H 0.32344 3.20972 3.34665
H -1.95638 -0.28004 -3.53530
H -1.74291 -1.36745 -2.14054
H -0.30481 -0.73556 -2.98351
H -3.77654 0.99306 -1.71777
H -3.24415 1.48615 -0.07791
H -3.24724 -0.24645 -0.54270
H -2.09199 2.09915 -3.49209
H -0.45662 2.61630 -2.96179
H -1.90614 3.21104 -2.09176
H 4.10464 -1.46608 1.21326
H 3.08406 -1.23405 -0.24035
H 2.44008 -2.10950 1.16753
H 2.99335 -0.62701 3.73809
H 1.32783 -1.06830 3.27567
H 1.68116 0.57018 3.86428
H 4.61721 0.54229 2.62062
H 3.86152 2.13756 2.36713
H 4.69467 1.33202 1.02628
C 3.66282 3.21001 -1.46498
C 3.62646 4.57714 -1.79121
C 4.81875 5.22996 -2.11401
C 6.02505 4.52932 -2.17979
C 6.02998 3.14438 -1.94964
C 4.85284 2.47054 -1.61090
O 2.47233 2.61273 -1.08940
H 2.60086 1.78637 -0.50402
H 2.67747 5.11081 -1.76879
H 4.81007 6.29571 -2.32603
H 6.94691 5.05390 -2.41606
H 6.96420 2.60357 -2.05457
H 4.86106 1.39523 -1.46926
C -1.03795 -2.68213 2.36099
N -1.92327 -1.53541 2.59223
C -3.24218 -1.80170 3.16285
C -1.68879 -0.39266 1.98535
O -0.57840 -0.21925 1.33580
H -1.47339 -3.52333 2.89762
H -0.03632 -2.48733 2.75190
H -0.97379 -2.92835 1.29321
H -3.57524 -0.93392 3.74285
H -3.98375 -2.00733 2.37546
H -3.15750 -2.67635 3.80973
H -2.45190 0.39591 2.02532
```

Computed properties:
energy relative to the best compared isomer or geometry (same formula, charge and spin): 6.22 kcal/mol
HOMO energy: -15.625 eV
E: -2259.291461 Eh
net charge: +3
frontier orbital gap: 5.51 eV
strongest force on any atom: 3.227 eV/A

These are the Löwdin partial charges, in e, on atoms 1 to 6:
1. Al 0.323
2. P 0.774
3. P 0.827
4. P 0.844
5. H 0.061
6. C -0.074



Record 2
DFT (ωB97M-V/def2-TZVPD) results for 6 unconnected molecules or ions with the total composition C20H44BClI2N2O16S5 at a distorted geometry.

```
91
C20H44BClI2N2O16S5 (ωB97M-V/def2-TZVPD)
C -2.40300 -2.83819 -1.02035
B -1.23029 -2.77356 -2.18565
O 0.06924 -3.26523 -1.80349
C -1.65566 -2.20033 -3.65551
I -2.97938 -3.52370 -4.77376
C -2.42472 -0.79387 -3.37673
N -2.90500 0.30759 -3.18160
C -0.40555 -1.82167 -4.63433
Cl 0.75399 -3.20131 -4.95841
I -1.29574 -1.25906 -6.57799
C 0.36425 -0.54521 -4.00886
N 0.70229 0.55013 -3.59509
H -2.19067 -2.07802 -0.16914
H -2.40792 -3.92972 -0.65049
H -3.43579 -2.63633 -1.50865
H -0.12199 -4.04456 -1.21326
O 0.43900 -0.05095 -9.92260
S 1.19260 0.59122 -10.96940
O 2.26054 -0.08081 -11.66057
O 1.73465 2.01660 -10.42749
C 2.50304 2.04151 -9.22438
C 3.92463 1.56650 -9.45855
C 0.06213 1.22876 -12.17485
H 2.01329 1.45524 -8.44087
H 2.52501 3.07992 -8.88393
H 3.94705 0.50493 -9.71602
H 4.53216 1.70859 -8.56226
H 4.38227 2.10981 -10.28858
H -0.72928 1.77557 -11.66342
H -0.35743 0.38321 -12.72091
H 0.60643 1.87978 -12.85872
O 0.69158 0.51588 4.34706
S -0.58098 0.60882 3.67705
O -1.27544 -0.55524 3.19273
O -0.46376 1.68520 2.47347
C 0.55897 1.50449 1.49516
C 0.20094 0.40836 0.50991
C -1.69271 1.53694 4.69829
H 1.52250 1.30708 1.97460
H 0.65444 2.45121 0.95741
H 0.18268 -0.56993 0.99629
H 0.92948 0.36488 -0.30306
H -0.79285 0.57865 0.08703
H -1.19005 2.44250 5.03634
H -1.96270 0.91615 5.55325
H -2.58405 1.77916 4.11995
O -4.43656 0.02838 6.49814
S -4.43630 -1.39767 6.72088
O -4.77795 -2.33266 5.68266
O -5.32715 -1.72587 8.03352
C -6.67327 -1.25570 8.08030
C -7.59125 -2.10316 7.21950
C -2.86641 -1.86404 7.39528
H -6.72475 -0.20058 7.79447
H -6.99680 -1.32419 9.12224
H -7.35178 -1.99025 6.15965
H -8.63398 -1.81027 7.36242
H -7.48162 -3.16273 7.46440
H -2.61623 -1.18755 8.21118
H -2.12301 -1.78555 6.60054
H -2.92613 -2.89323 7.74777
O -5.13848 -2.07060 11.66909
S -3.73835 -1.86989 11.39635
O -3.02753 -2.66687 10.43104
O -2.92195 -1.89029 12.79416
C -3.06571 -3.02211 13.65102
C -2.27058 -4.21102 13.14469
C -3.47516 -0.16127 11.01087
H -4.12171 -3.27769 13.78000
H -2.68304 -2.72775 14.63159
H -2.68186 -4.58803 12.20555
H -2.28915 -5.02600 13.87189
H -1.23237 -3.92830 12.95233
H -3.97497 0.45156 11.76015
H -3.90075 0.02909 10.02445
H -2.40320 0.03614 10.99793
O 6.54503 3.47743 -9.47680
S 7.90069 3.93566 -9.64552
O 8.92242 3.09730 -10.21381
O 8.43402 4.52889 -8.23649
C 8.36946 3.69742 -7.07889
C 9.46922 2.65214 -7.07952
C 7.87663 5.46705 -10.53511
H 7.38232 3.23383 -6.99040
H 8.49784 4.35067 -6.21204
H 9.32259 1.92748 -7.88365
H 9.48423 2.10677 -6.13307
H 10.44528 3.11783 -7.23830
H 7.13404 6.12558 -10.08590
H 7.60929 5.24930 -11.56965
H 8.86972 5.91412 -10.49394
```

Computed properties:
HOMO energy: -9.222 eV
E: -5173.045766 Eh
frontier orbital gap: 8.01 eV
strongest force on any atom: 7.072 eV/A

These are the Löwdin partial charges, in e, on atoms 1 to 6:
1. C -0.039
2. B -0.548
3. O 0.052
4. C -0.776
5. I 0.906
6. C -0.264



Record 3
DFT (ωB97M-V/def2-TZVPD) results for a molecular structure, C20H44Br2O3PV at a distorted geometry.

```
71
C20H44Br2O3PV (ωB97M-V/def2-TZVPD)
C 4.73677 2.14413 2.88135
C 3.87698 1.09632 2.06188
C 3.38542 -0.08177 2.95738
C 2.20860 -0.94104 2.36095
C 1.96627 -0.74568 0.81588
C 3.07737 -1.42384 -0.05484
C 3.68572 -0.57940 -1.21992
C 2.73165 0.39714 -1.95591
C 1.91879 -0.23891 -3.13829
C 0.57562 -0.90610 -2.66965
C -0.62170 0.11274 -2.76028
C -1.75283 -0.37340 -1.73862
C -1.41083 0.22356 -0.37914
P -2.73960 0.40985 1.01248
O -1.74326 -0.32141 2.25382
C -3.88460 1.53467 -0.07064
C -3.49392 3.05706 0.23404
C -2.35115 3.61033 -0.68343
C -1.03286 3.90883 0.13281
C -3.65312 -1.25533 0.68388
Br -5.05268 -1.20591 -0.75572
C -2.92512 -2.61648 0.43342
C -3.79842 -3.74258 1.14796
Br -1.07959 -3.00674 0.91052
H 4.02959 2.86128 3.35071
H 5.35992 2.68793 2.14098
H 5.37931 1.64782 3.63288
H 3.01802 1.68437 1.65717
H 4.43887 0.74021 1.17399
H 3.02038 0.38366 3.90463
H 4.23841 -0.75891 3.18215
H 1.25511 -0.80914 2.92193
H 2.46475 -2.02204 2.48559
H 1.77145 0.32556 0.61377
H 1.00441 -1.27931 0.60493
H 3.91961 -1.68234 0.63656
H 2.68502 -2.40412 -0.40269
H 4.59288 -0.06058 -0.83808
H 4.06797 -1.30299 -1.98116
H 3.37196 1.18317 -2.42908
H 2.00499 0.94571 -1.32229
H 1.61427 0.62438 -3.78417
H 2.53061 -0.89731 -3.79044
H 0.41299 -1.77865 -3.34199
H 0.64518 -1.33912 -1.64606
H -1.04059 -0.01071 -3.78549
H -0.25839 1.13825 -2.55766
H -2.70842 -0.12816 -2.23482
H -1.64822 -1.48315 -1.78578
H -1.02046 1.25529 -0.56190
H -0.52499 -0.30230 0.05404
H -3.68732 0.68590 2.06772
H -2.05690 1.64717 1.37206
H -1.02760 0.27756 2.47475
H -4.94374 1.50694 0.27307
H -3.74360 1.43223 -1.15726
H -3.34824 3.24872 1.31910
H -4.41434 3.63146 -0.04133
H -2.68549 4.61664 -1.03552
H -2.16130 3.01661 -1.59948
H -0.56662 2.98352 0.52967
H -1.25259 4.56248 1.00944
H -0.35180 4.50554 -0.51162
H -4.29496 -1.41501 1.58274
H -3.03162 -2.87202 -0.64440
H -3.35644 -4.74406 1.00609
H -3.94578 -3.49561 2.22175
H -4.80126 -3.69629 0.67005
O -0.47227 -5.64782 -3.34976
V 0.80240 -4.71644 -2.63195
O 2.09125 -3.80233 -1.91279
```

Computed properties:
HOMO energy: -7.387 eV
E: -7447.088366 Eh
frontier orbital gap: 2.11 eV
strongest force on any atom: 3.377 eV/A

These are the Löwdin partial charges, in e, on atoms 1 to 6:
1. C -0.112
2. C -0.259
3. C -0.204
4. C -0.194
5. C -0.235
6. C -0.190



Record 4
DFT (ωB97M-V/def2-TZVPD) results for 13 unconnected molecules or ions with the total composition C20H44Cl24N2O6P2 at a distorted geometry.

```
98
C20H44Cl24N2O6P2 (ωB97M-V/def2-TZVPD)
C 4.81013 1.52593 2.79551
C 3.38956 2.15953 3.40900
C 2.04919 1.64452 2.63397
P 1.49568 -0.13701 2.83655
C 2.56159 -1.74831 2.79639
C 2.41236 -2.63593 1.43709
C -0.41986 -0.41375 3.06508
C -0.93229 -1.86230 2.45671
O -2.20063 -2.20132 3.18416
C -1.93291 -3.43243 3.99796
O -2.43441 -3.59530 5.25378
O 1.41825 -0.29073 1.11118
N 0.41290 0.35676 0.53155
O 0.61516 0.27619 -0.67892
P 1.68717 -0.18581 5.01312
N 3.24943 -0.29041 5.54343
O 0.87478 1.18828 5.78499
O 0.96805 -1.62195 5.76230
H 4.81022 0.35946 2.74919
H 5.63531 1.82154 3.60582
H 5.14977 2.05818 1.79969
H 3.47873 3.32219 3.13027
H 3.34599 2.14685 4.57653
H 2.21750 1.97571 1.49778
H 1.16105 2.35167 3.00622
H 3.73180 -1.52589 2.92111
H 2.31311 -2.48349 3.70553
H 3.05094 -2.22817 0.51431
H 1.29664 -2.89232 1.13529
H 2.90738 -3.69526 1.68227
H -1.05700 0.51407 2.66508
H -0.72608 -0.44826 4.22036
H -0.16312 -2.68736 2.76756
H -1.15282 -1.80904 1.30071
H -1.30718 -4.35213 3.59271
H 3.87113 -0.27779 4.71417
H 0.75436 1.89693 5.09861
H 0.19918 -1.34933 6.34566
C 3.59120 -6.91355 1.69215
Cl 1.83859 -6.76351 1.86801
Cl 4.26625 -5.52052 0.83834
H 4.04421 -6.97633 2.68446
H 3.81557 -7.82078 1.12594
C 3.61158 1.36521 -2.21842
Cl 5.23447 0.88531 -1.70753
Cl 3.53598 3.10019 -2.54910
H 3.34827 0.81812 -3.12683
H 2.90221 1.12337 -1.42324
C 0.92016 5.45698 -2.16055
Cl -0.08441 5.96291 -3.52435
Cl -0.04360 5.29110 -0.68784
H 1.37979 4.49391 -2.39527
H 1.69786 6.20633 -1.99426
C 1.48921 2.66334 -6.07779
Cl 1.73870 1.64098 -4.65737
Cl 2.00996 1.84030 -7.55314
H 0.42662 2.90387 -6.16077
H 2.06769 3.58289 -5.96032
C 2.22293 -4.82390 -2.56262
Cl 1.74580 -3.19544 -2.06712
Cl 1.31746 -6.05146 -1.66906
H 2.02514 -4.94308 -3.63057
H 3.28989 -4.95678 -2.36780
C -2.89254 3.75233 -6.97958
Cl -1.14973 4.03636 -6.89584
Cl -3.44913 2.80168 -5.59693
H -3.41013 4.71459 -6.98116
H -3.12066 3.20905 -7.89980
C -4.25668 -0.54342 1.39062
Cl -5.16991 0.96233 1.23635
Cl -3.02368 -0.67138 0.13023
H -3.76952 -0.56544 2.36839
H -4.94486 -1.38755 1.30207
C -7.02610 3.66659 2.42532
Cl -8.77871 3.81663 2.60118
Cl -6.35104 5.05962 1.57151
H -6.57308 3.60381 3.41763
H -6.80173 2.75936 1.85911
C -3.13764 6.02271 -10.30135
Cl -4.14221 6.52865 -11.66515
Cl -4.10140 5.85684 -8.82864
H -2.67802 5.05965 -10.53606
H -2.35994 6.77206 -10.13505
C -6.22910 0.56072 -2.35827
Cl -7.78372 -0.06328 -2.92292
Cl -5.49472 1.62425 -3.56443
H -6.38597 1.12430 -1.43545
H -5.55654 -0.27920 -2.16796
C 6.39774 -2.91960 -1.44636
Cl 6.03223 -4.50654 -2.13417
Cl 4.91555 -2.02668 -1.08434
H 6.96631 -3.05442 -0.52310
H 6.99064 -2.34843 -2.16485
C -5.58346 -4.89898 5.12016
Cl -6.58803 -4.39304 3.75636
Cl -6.54722 -5.06485 6.59288
H -5.12383 -5.86204 4.88545
H -4.80576 -4.14963 5.28646
```

Computed properties:
energy relative to the best compared isomer or geometry (same formula, charge and spin): 77.30 kcal/mol
HOMO energy: -8.745 eV
E: -13076.352259 Eh
frontier orbital gap: 8.28 eV
strongest force on any atom: 9.348 eV/A

These are the Löwdin partial charges, in e, on atoms 1 to 6:
1. C -0.124
2. C -0.291
3. C -0.289
4. P 0.726
5. C -0.298
6. C -0.203



Record 5
DFT (ωB97M-V/def2-TZVPD) results for 12 unconnected molecules or ions with the total composition C20H44FN13O24S at a distorted geometry.

```
103
C20H44FN13O24S (ωB97M-V/def2-TZVPD)
H 5.23648 0.04259 -0.48349
N 4.80979 0.90500 -0.80696
C 3.69360 0.67054 -1.34246
C 3.10360 -0.69699 -1.46474
C 2.98734 1.91506 -1.84378
N 1.67440 1.76774 -2.50194
C 0.56760 1.37325 -1.65282
C 0.63513 1.42399 -0.26756
C -0.43266 1.07410 0.49766
C -1.60320 0.67114 -0.07560
C -1.68584 0.64779 -1.43780
C -0.63023 1.00080 -2.21152
S 1.69864 0.98657 -3.95869
O 1.41853 -0.39366 -3.87806
O 1.01065 1.77238 -4.90701
F 3.19694 1.13366 -4.24903
H 3.26616 -1.09585 -2.45436
H 3.58116 -1.35305 -0.75644
H 2.04701 -0.75993 -1.28795
H 3.67000 2.39876 -2.51720
H 2.85276 2.59995 -1.03223
H 1.51352 1.73731 0.26270
H -0.33924 1.11242 1.56427
H -2.42402 0.37766 0.54847
H -2.58593 0.35148 -1.92732
H -0.72653 0.98080 -3.27801
C 4.57063 3.12307 3.06054
N 3.53194 2.32842 2.36015
O 2.76375 2.91664 1.62181
O 3.52372 1.14342 2.58375
H 4.47576 4.16372 2.78151
H 4.40405 2.98396 4.12497
H 5.53384 2.72374 2.75740
C -3.27509 1.12223 -5.87311
N -4.08788 0.86330 -4.65447
O -3.64661 0.08512 -3.83309
O -5.14321 1.44928 -4.55834
H -2.36891 0.53196 -5.81274
H -3.87864 0.83496 -6.72938
H -3.05044 2.18433 -5.89113
C -6.27512 -0.17389 -9.96627
N -5.31223 -0.91334 -9.10475
O -5.18668 -2.10092 -9.27907
O -4.71209 -0.25971 -8.27342
H -6.72943 -0.87904 -10.65039
H -7.01418 0.27672 -9.31179
H -5.71477 0.58880 -10.49704
C -0.95161 -2.99273 1.05303
N 0.37246 -2.61516 0.48279
O 0.36712 -2.20742 -0.65480
O 1.35395 -2.75410 1.18854
H -1.70307 -2.81074 0.29623
H -0.90547 -4.04144 1.31540
H -1.12279 -2.37940 1.93306
C -0.32889 4.77776 1.36273
N -1.14370 4.52888 2.58207
O -0.70805 3.76411 3.41647
O -2.20285 5.11538 2.66240
H 0.58159 4.19396 1.43430
H -0.91825 4.47320 0.50576
H -0.11040 5.83811 1.32816
C -3.58166 -5.39713 -1.10757
N -3.83030 -4.97751 0.30446
O -2.94441 -5.18253 1.11621
O -4.87879 -4.43000 0.55226
H -2.59966 -5.85543 -1.14542
H -4.36235 -6.09662 -1.38841
H -3.63242 -4.49903 -1.71608
C -2.14268 8.47894 -0.29651
N -1.42501 7.21711 -0.62443
O -2.08239 6.20892 -0.74516
O -0.21848 7.28626 -0.74282
H -3.19963 8.25819 -0.22043
H -1.74582 8.84126 0.64632
H -1.93987 9.18340 -1.09659
C 2.66437 -0.69780 5.57765
N 2.71960 0.47736 6.49015
O 3.74172 1.13769 6.50665
O 1.73877 0.70375 7.15969
H 3.60866 -0.75842 5.05166
H 2.49033 -1.57872 6.18288
H 1.84476 -0.53798 4.88554
C 0.37258 -7.15351 1.60140
N -0.30078 -7.53369 0.33586
O -0.86290 -6.64860 -0.27895
O -0.29511 -8.70127 0.02636
H 0.25061 -6.08710 1.74296
H -0.12811 -7.71356 2.38414
H 1.42259 -7.42053 1.53879
C 7.52296 3.41911 5.94027
N 7.60990 4.04428 4.59030
O 8.52954 3.72389 3.87285
O 6.73892 4.83922 4.30012
H 8.35776 2.73955 6.05435
H 7.56111 4.22053 6.67067
H 6.57445 2.89322 5.99685
C -4.22008 -7.05864 3.77537
N -2.78334 -6.91256 4.13390
O -2.01522 -7.78147 3.77393
O -2.47128 -5.92412 4.75578
H -4.33985 -7.98120 3.22202
H -4.78363 -7.07434 4.70277
H -4.48900 -6.19761 3.17080
```

Computed properties:
SMILES: [H]/N=C(\C)CN(c1ccccc1)S(=O)(=O)F.C[N+](=O)[O-].C[N+](=O)[O-].C[N+](=O)[O-].C[N+](=O)[O-].C[N+](=O)[O-].C[N+](=O)[O-].C[N+](=O)[O-].C[N+](=O)[O-].C[N+](=O)[O-].C[N+](=O)[O-].C[N+](=O)[O-]
HOMO energy: -8.653 eV
E: -3803.047827 Eh
frontier orbital gap: 8.61 eV
strongest force on any atom: 1.561 eV/A

These are the Löwdin partial charges, in e, on atoms 1 to 6:
1. H 0.055
2. N 0.144
3. C -0.397
4. C -0.023
5. C -0.136
6. N -0.116